One molecule with the formula C2H2BrClO at a distorted geometry. Source: the OMol25 dataset; level of theory: ωB97M-V/def2-TZVPD.

The LUMO energy (alpha / beta) comes out at -0.903 / -0.828 eV. Its HOMO energy (alpha / beta) is -8.03 / -8.94 eV. For the frontier orbital gap (alpha / beta), the calculation gives 7.1 / 8.1 eV. The calculation puts the max |F| at 3.65 eV/Å. The calculation puts the relative energy (zero: lowest compared OMol25 entry of this formula, charge and spin) at 397.8 kJ/mol. As for the net charge: 0.

Geometry as XYZ:
```
7
C2H2BrClO | the OMol25 dataset | ωB97M-V/def2-TZVPD
C 1.236 2.580 2.094
C -1.123 -0.443 1.444
O 2.205 2.761 1.430
Cl 0.853 3.275 3.544
Br -0.378 1.325 1.109
H -0.464 -1.283 1.159
H -1.325 -0.488 2.513
```

***

C34H42N4S3Tl as an isolated structure at a distorted geometry. Source: the OMol25 dataset; level of theory: ωB97M-V/def2-TZVPD.

The LUMO energy comes out at 1.889 eV. Its HOMO energy is -3.11 eV. For the frontier orbital gap, the calculation gives 5.0 eV. The calculation puts the max |F| at 3.05 eV/Å. The calculation puts the relative energy (zero: lowest compared OMol25 entry of this formula, charge and spin) at 0.0 kJ/mol. As for the net charge: -1.

Geometry as XYZ:
```
84
C34H42N4S3Tl | the OMol25 dataset | ωB97M-V/def2-TZVPD
Tl -1.080 0.915 1.378
C -5.770 0.995 3.894
N -4.653 1.889 3.516
C -4.087 2.715 4.564
C -3.002 2.097 5.491
N -1.939 1.227 4.859
C -2.257 -0.205 4.793
C -0.648 1.752 4.948
C 0.058 1.602 6.140
C 1.418 2.095 6.240
C 1.985 2.786 5.205
C 1.341 2.972 3.898
C -0.042 2.368 3.748
S -1.201 3.295 2.653
C -4.517 2.205 2.186
C -4.669 3.542 1.692
C -4.513 3.755 0.291
C -4.457 2.668 -0.609
C -4.195 1.387 -0.055
C -4.308 1.114 1.299
S -3.936 -0.479 1.746
H -6.676 1.259 3.376
H -5.959 1.065 5.001
H -5.552 -0.029 3.589
H -4.893 2.993 5.244
H -3.579 3.544 4.089
H -3.530 1.579 6.312
H -2.453 2.964 5.950
H -3.074 -0.431 5.537
H -1.406 -0.856 4.913
H -2.768 -0.422 3.791
H -0.424 1.104 6.965
H 2.066 1.828 7.092
H 3.038 3.123 5.280
H 1.525 3.927 3.459
H -4.867 4.334 2.382
H -4.587 4.734 -0.140
H -4.432 2.796 -1.714
H -3.807 0.540 -0.661
C -1.461 -0.671 -6.567
C -0.078 -0.942 -5.936
C 0.009 -2.501 -5.768
C 1.090 -0.458 -6.846
C 0.059 -0.345 -4.506
C -0.646 0.803 -4.060
C -0.348 1.340 -2.799
N 0.538 0.811 -1.957
C 1.301 -0.208 -2.414
C 1.030 -0.869 -3.654
C 2.244 -0.827 -1.473
C 3.259 -1.687 -2.009
C 4.192 -2.334 -1.171
C 4.059 -1.985 0.171
C 3.086 -1.136 0.606
N 2.098 -0.621 -0.183
C 5.107 -3.420 -1.584
C 4.394 -4.817 -1.283
C 6.422 -3.279 -0.813
C 5.416 -3.276 -3.064
H -1.489 -0.995 -7.634
H -1.767 0.391 -6.626
H -2.212 -1.221 -5.946
H -0.255 -3.002 -6.736
H -0.589 -2.868 -4.915
H 1.031 -2.846 -5.470
H 0.848 -0.821 -7.848
H 1.999 -0.922 -6.493
H 1.214 0.677 -6.805
H -1.469 1.138 -4.703
H -1.008 2.130 -2.413
H 1.551 -1.727 -3.945
H 3.364 -1.647 -3.093
H 4.760 -2.416 0.901
H 3.079 -0.936 1.691
H 4.044 -4.812 -0.245
H 5.157 -5.652 -1.409
H 3.545 -4.912 -2.002
H 6.308 -3.693 0.220
H 6.763 -2.261 -0.802
H 7.234 -3.926 -1.191
H 4.603 -3.521 -3.739
H 6.269 -3.869 -3.379
H 5.686 -2.185 -3.230
S 1.416 1.573 2.780
```

***

A 2-piece molecular cluster, C5H13BOS overall at a distorted geometry. Source: the OMol25 dataset; level of theory: ωB97M-V/def2-TZVPD.

The LUMO energy comes out at 0.441 eV. Its HOMO energy is -8.86 eV. For the frontier orbital gap, the calculation gives 9.3 eV. As for the SMILES: CCCCS.CB=O. The calculation puts the max |F| at 4.60 eV/Å. The calculation puts the relative energy (zero: lowest compared OMol25 entry of this formula, charge and spin) at 66.0 kJ/mol. As for the net charge: 0.

Geometry as XYZ:
```
21
C5H13BOS | the OMol25 dataset | ωB97M-V/def2-TZVPD
C 3.411 0.627 0.802
C 2.643 0.523 -0.562
C 1.736 -0.774 -0.642
C 0.312 -0.477 -0.207
S -0.601 -2.048 -0.174
H 4.017 1.516 0.953
H 3.895 -0.324 0.925
H 2.729 0.592 1.609
H 3.245 0.309 -1.410
H 2.056 1.374 -0.866
H 2.204 -1.284 0.170
H 1.745 -1.227 -1.572
H 0.227 -0.074 0.743
H -0.374 -0.013 -0.928
H -0.846 -2.262 1.202
C -4.167 0.101 1.123
B -4.036 0.610 -0.360
O -3.806 1.110 -1.403
H -4.679 1.003 1.424
H -3.169 0.181 1.633
H -4.882 -0.644 1.165
```